[1]
ORCA calculation (the ωB97M-V functional and the def2-TZVPD basis) on a cluster of 2 separate species, C8H18Si in total.

Summary:
Gap between HOMO and LUMO (spin up / spin down) ... 9.0588 / 6.1099 eV
E ... -604.88237 Eh
LUMO (spin up / spin down) ... 0.3 / -0.2 eV
ΔE to the lowest compared entry with this formula, charge and spin ... 120.1 kcal per mole
Strongest force on any atom ... 0.0810 hartree/bohr

Last columns: bonded neighbours and bond lengths (Å).
Positions of all 27 atoms, in Å:
1 C 1.4840 -0.3551 0.7526  C2 1.296, H10 1.058
2 C 1.8993 0.8472 0.5062  C1 1.296, C3 1.580, C4 1.577
3 C 3.0516 1.3216 -0.4658  C2 1.580, H11 1.071, H12 1.071, H13 1.023
4 C 1.2637 2.1073 1.2105  C2 1.577, H14 1.110, H15 1.070, H16 1.113
5 C -2.0081 -0.6294 2.0084  C7 1.558, H17 1.163, H18 1.096, H19 1.040
6 C 0.0297 -0.9929 -2.2046  C8 1.550, H20 1.128, H21 1.092, H22 1.113
7 C -2.5940 -1.6595 0.9971  C5 1.558, Si9 1.966, H23 1.057, H24 1.087
8 C -0.8685 0.0242 -1.4558  C6 1.550, Si9 1.912, H25 1.030, H26 1.176
9 Si -2.3424 -1.0323 -0.8491  C7 1.966, C8 1.912, H27 1.496
10 H 1.6661 -1.3429 0.4198  C1 1.058
11 H 3.5348 2.1378 0.0309  C3 1.071
12 H 3.6941 0.4902 -0.6737  C3 1.071
13 H 2.7785 1.7831 -1.3367  C3 1.023
14 H 1.1001 2.8408 0.3940  C4 1.110
15 H 1.8886 2.3958 2.0294  C4 1.070
16 H 0.2382 1.8528 1.5592  C4 1.113
17 H -1.1378 -0.0346 1.5172  C5 1.163
18 H -2.8192 0.0952 2.1449  C5 1.096
19 H -1.7617 -0.9786 2.9569  C5 1.040
20 H 0.9136 -0.3551 -2.4965  C6 1.128
21 H 0.4438 -1.7606 -1.5482  C6 1.092
22 H -0.4774 -1.4030 -3.1060  C6 1.113
23 H -3.6079 -1.9493 1.0701  C7 1.057
24 H -2.0493 -2.5928 1.1157  C7 1.087
25 H -1.2830 0.6781 -2.1350  C8 1.030
26 H -0.3550 0.5482 -0.5362  C8 1.176
27 H -2.6817 -2.0361 -1.9053  Si9 1.496

---

[2]
ORCA calculation (the ωB97M-V functional and the def2-TZVPD basis) on a cluster of 2 separate species, C8H18Si in total.

Summary:
Gap between HOMO and LUMO ... 8.5287 eV
E ... -604.95624 Eh
SMILES ... CC=[Si](CC)CC.C=C
LUMO ... 0.9 eV
ΔE to the lowest compared entry with this formula, charge and spin ... 73.8 kcal per mole
Strongest force on any atom ... 0.0694 hartree/bohr

Last columns: bonded neighbours and bond lengths (Å).
Positions of all 27 atoms, in Å:
1 C 0.9490 0.1497 -2.4899  C2 1.463, H10 1.054, H11 1.042, H16 1.087
2 C -0.0480 0.6255 -1.5303  C1 1.463, Si9 1.696, H12 1.172
3 C -2.3372 1.9442 0.6182  C6 1.534, H13 1.084, H14 1.136, H15 1.065
4 C 2.9616 1.3667 1.3165  C7 1.341, H17 1.036, H18 1.074
5 C 0.4913 -2.6318 0.3376  C8 1.512, H19 1.030, H20 1.072, H21 1.008
6 C -2.3559 0.4103 0.6563  C3 1.534, Si9 1.936, H22 1.155, H23 1.125
7 C 1.7010 1.0585 1.6537  C4 1.341, H24 1.080, H25 1.174
8 C -0.8562 -2.2181 -0.2110  C5 1.512, Si9 1.911, H26 1.083, H27 1.132
9 Si -0.9929 -0.3338 -0.4998  C2 1.696, C6 1.936, C8 1.911
10 H 1.9070 0.2042 -2.0542  C1 1.054
11 H 0.8783 0.7353 -3.3483  C1 1.042
12 H -0.3980 1.7412 -1.6042  C2 1.172
13 H -2.2338 2.5041 -0.3041  C3 1.084
14 H -3.3760 2.2347 0.9740  C3 1.136
15 H -1.5895 2.3596 1.2524  C3 1.065
16 H 0.7979 -0.8612 -2.8592  C1 1.087
17 H 3.1019 2.2764 0.8413  C4 1.036
18 H 3.8073 0.7377 1.5234  C4 1.074
19 H 0.6016 -3.6557 0.3155  C5 1.030
20 H 1.2908 -2.2023 -0.2327  C5 1.072
21 H 0.6609 -2.3254 1.2832  C5 1.008
22 H -3.3383 0.2202 0.0795  C6 1.155
23 H -2.4319 -0.0285 1.6895  C6 1.125
24 H 0.8917 1.5681 1.1526  C7 1.080
25 H 1.4460 0.0001 2.0937  C7 1.174
26 H -1.6156 -2.5384 0.4922  C8 1.083
27 H -0.7446 -2.4908 -1.3040  C8 1.132